16 unconnected molecules or ions with the total composition C82H185N10O21 at a distorted geometry. Source: OMol25; level of theory: ωB97M-V/def2-TZVPD.

Cartesian coordinates (Å):
1 C 2.796 -1.829 -5.259
2 C 1.280 -1.936 -5.521
3 C 0.428 -0.761 -4.871
4 N -0.846 -0.462 -5.506
5 C -0.814 -0.102 -6.937
6 C 0.077 1.067 -7.219
7 C -0.532 2.237 -6.483
8 C -0.746 1.971 -5.025
9 C -1.599 0.738 -4.794
10 C -1.651 -1.669 -5.374
11 H 3.300 -1.272 -6.043
12 H 3.258 -2.826 -5.237
13 H 3.095 -1.376 -4.269
14 H 0.878 -2.832 -5.102
15 H 1.137 -1.856 -6.599
16 H 1.102 0.072 -4.839
17 H 0.168 -0.980 -3.852
18 H -0.536 -1.035 -7.481
19 H -1.834 0.163 -7.181
20 H 1.070 0.901 -6.781
21 H 0.151 1.228 -8.279
22 H 0.132 3.154 -6.628
23 H -1.465 2.527 -6.975
24 H 0.165 1.821 -4.422
25 H -1.289 2.831 -4.601
26 H -1.679 0.495 -3.743
27 H -2.580 0.874 -5.260
28 H -1.132 -2.488 -5.900
29 H -2.689 -1.691 -5.777
30 H -1.716 -2.006 -4.302
31 C -1.068 1.832 5.873
32 C -1.862 1.184 4.776
33 C -3.117 1.900 4.424
34 N -3.816 1.345 3.178
35 C -3.085 1.659 1.911
36 C -3.761 1.193 0.668
37 C -3.959 -0.354 0.788
38 C -4.729 -0.677 2.059
39 C -3.992 -0.142 3.326
40 C -5.119 2.030 3.095
41 H -1.528 1.834 6.876
42 H -0.849 2.899 5.689
43 H -0.080 1.287 5.934
44 H -2.133 0.208 5.188
45 H -1.200 1.164 3.915
46 H -2.825 2.930 4.153
47 H -3.792 1.977 5.293
48 H -2.188 1.067 2.039
49 H -2.706 2.685 1.876
50 H -3.147 1.475 -0.230
51 H -4.743 1.700 0.635
52 H -2.948 -0.796 0.897
53 H -4.514 -0.640 -0.102
54 H -4.703 -1.775 2.209
55 H -5.822 -0.429 1.952
56 H -2.971 -0.562 3.240
57 H -4.444 -0.348 4.274
58 H -5.861 1.365 2.648
59 H -5.036 2.984 2.548
60 H -5.401 2.263 4.126
61 C 4.287 -5.850 2.986
62 C 4.216 -4.769 4.053
63 C 3.622 -3.470 3.465
64 N 3.873 -2.201 4.269
65 C 3.420 -0.973 3.507
66 C 3.735 0.320 4.231
67 C 3.144 0.258 5.684
68 C 3.371 -1.094 6.383
69 C 2.977 -2.253 5.444
70 C 5.295 -1.997 4.546
71 H 3.334 -6.301 2.703
72 H 4.877 -6.653 3.397
73 H 4.784 -5.473 2.092
74 H 5.210 -4.574 4.356
75 H 3.638 -5.096 4.939
76 H 2.533 -3.645 3.345
77 H 3.936 -3.357 2.432
78 H 2.314 -1.063 3.404
79 H 3.999 -1.046 2.589
80 H 3.218 1.090 3.622
81 H 4.788 0.505 4.227
82 H 2.118 0.388 5.493
83 H 3.571 1.046 6.280
84 H 2.673 -1.161 7.241
85 H 4.408 -1.315 6.681
86 H 1.960 -2.215 5.089
87 H 3.084 -3.213 5.954
88 H 5.764 -2.778 5.188
89 H 5.569 -1.117 5.016
90 H 5.762 -2.105 3.555
91 C -3.325 5.965 0.526
92 C -2.746 6.425 -0.735
93 C -3.146 5.478 -1.915
94 N -2.718 5.905 -3.271
95 C -3.210 7.249 -3.625
96 C -3.150 4.921 -4.300
97 C -2.173 5.207 -5.418
98 C -0.839 5.709 -4.767
99 C -1.170 5.888 -3.297
100 H -4.404 5.909 0.559
101 H -3.006 6.558 1.360
102 H -3.013 4.878 0.758
103 H -1.693 6.568 -0.615
104 H -3.152 7.406 -0.913
105 H -4.218 5.273 -1.905
106 H -2.572 4.578 -1.741
107 H -4.291 7.139 -3.716
108 H -2.801 7.613 -4.527
109 H -2.982 7.991 -2.810
110 H -4.159 5.161 -4.644
111 H -3.113 3.931 -3.856
112 H -2.553 5.931 -6.154
113 H -2.081 4.266 -5.876
114 H -0.477 6.583 -5.276
115 H -0.069 4.928 -4.799
116 H -0.809 6.727 -2.757
117 H -1.020 4.944 -2.778
118 C 0.127 0.996 1.175
119 C 1.144 0.329 0.177
120 C 1.364 -1.191 0.514
121 N 0.913 -2.193 -0.484
122 C -0.566 -2.110 -0.486
123 C 1.427 -3.568 -0.060
124 C 1.175 -4.384 -1.322
125 C 1.442 -3.380 -2.502
126 C 1.557 -1.992 -1.893
127 H 0.376 0.946 2.258
128 H -0.825 0.562 0.924
129 H 0.125 2.050 0.944
130 H 2.102 0.787 0.510
131 H 0.865 0.578 -0.840
132 H 0.824 -1.364 1.437
133 H 2.379 -1.435 0.733
134 H -0.845 -2.141 0.583
135 H -1.057 -2.974 -0.954
136 H -0.929 -1.188 -0.936
137 H 0.860 -4.005 0.795
138 H 2.468 -3.414 0.131
139 H 0.116 -4.665 -1.407
140 H 1.671 -5.326 -1.294
141 H 0.562 -3.442 -3.160
142 H 2.357 -3.687 -2.957
143 H 0.943 -1.227 -2.328
144 H 2.599 -1.733 -1.768
145 C -1.747 11.373 4.649
146 C -0.515 10.761 5.369
147 C -0.999 9.387 6.071
148 N 0.086 8.610 6.804
149 C 0.552 9.336 8.018
150 C -0.455 7.282 7.254
151 C -0.313 6.211 6.126
152 C 0.655 6.921 5.130
153 C 1.159 8.110 5.928
154 H -2.648 11.409 5.261
155 H -1.993 10.721 3.802
156 H -1.543 12.353 4.292
157 H -0.070 11.443 6.089
158 H 0.208 10.581 4.577
159 H -1.438 8.653 5.373
160 H -1.773 9.539 6.841
161 H 1.202 8.626 8.537
162 H -0.348 9.456 8.613
163 H 1.034 10.289 7.888
164 H 0.094 6.950 8.157
165 H -1.479 7.435 7.575
166 H -0.017 5.278 6.515
167 H -1.281 6.089 5.621
168 H 1.502 6.269 4.889
169 H 0.104 7.142 4.268
170 H 1.862 7.661 6.616
171 H 1.522 8.976 5.329
172 C 4.529 8.141 -0.173
173 C 4.467 6.836 -0.973
174 C 3.228 5.971 -0.754
175 N 3.478 4.696 -1.558
176 C 3.894 5.143 -2.994
177 C 2.262 3.908 -1.697
178 C 2.662 2.552 -2.211
179 C 3.967 2.231 -1.440
180 C 4.519 3.690 -1.096
181 H 4.571 7.965 0.956
182 H 3.654 8.811 -0.249
183 H 5.416 8.717 -0.466
184 H 5.389 6.299 -0.635
185 H 4.624 7.109 -2.010
186 H 2.262 6.268 -1.167
187 H 3.107 5.737 0.304
188 H 3.778 4.244 -3.635
189 H 4.904 5.538 -3.046
190 H 3.180 5.899 -3.313
191 H 1.679 4.443 -2.424
192 H 1.808 3.913 -0.709
193 H 2.763 2.694 -3.291
194 H 1.820 1.878 -2.070
195 H 4.727 1.726 -2.076
196 H 3.679 1.662 -0.520
197 H 5.497 4.031 -1.410
198 H 4.538 3.661 0.022
199 C -1.234 -9.345 -1.379
200 O -1.127 -7.949 -1.317
201 C -2.298 -7.302 -1.216
202 C -3.172 -7.422 -2.437
203 N -2.593 -7.011 -3.637
204 H -2.941 -5.131 -3.700
205 H -1.573 -7.131 -3.597
206 C -3.081 -7.769 -4.791
207 C -2.066 -7.725 -5.884
208 O -0.858 -8.329 -5.405
209 C 0.143 -8.403 -6.361
210 H -1.582 -9.680 -2.363
211 H -1.884 -9.638 -0.548
212 H -0.226 -9.655 -1.183
213 H -2.043 -6.241 -1.037
214 H -2.991 -7.782 -0.506
215 H -4.131 -6.897 -2.185
216 H -3.501 -8.513 -2.437
217 H -3.953 -7.230 -5.129
218 H -3.337 -8.785 -4.500
219 H -1.847 -6.682 -6.250
220 H -2.441 -8.314 -6.805
221 H 0.042 -9.289 -7.013
222 H 1.121 -8.527 -5.855
223 H 0.201 -7.475 -6.999
224 C -9.744 -6.085 3.940
225 O -9.606 -6.478 2.567
226 C -10.748 -7.205 2.043
227 C -10.111 -8.045 0.911
228 N -8.908 -7.289 0.366
229 H -8.612 -6.572 1.062
230 H -8.119 -7.883 0.120
231 C -9.140 -6.466 -0.841
232 C -7.837 -5.648 -1.022
233 O -7.554 -4.996 0.256
234 C -6.925 -3.761 -0.011
235 H -8.930 -5.382 4.106
236 H -9.730 -6.882 4.669
237 H -10.673 -5.488 4.066
238 H -11.526 -6.498 1.683
239 H -11.169 -7.859 2.763
240 H -10.844 -8.218 0.126
241 H -9.843 -9.045 1.292
242 H -9.976 -5.742 -0.631
243 H -9.404 -7.084 -1.655
244 H -7.998 -4.846 -1.795
245 H -6.941 -6.314 -1.216
246 H -6.475 -3.258 0.842
247 H -7.625 -3.085 -0.455
248 H -6.110 -3.812 -0.751
249 C 5.728 -5.488 -4.201
250 O 6.755 -4.716 -3.484
251 C 6.159 -3.873 -2.465
252 C 7.211 -2.818 -2.099
253 N 8.414 -3.400 -1.543
254 H 8.695 -4.160 -2.143
255 H 9.257 -2.772 -1.603
256 C 8.466 -3.775 -0.076
257 C 8.911 -2.476 0.621
258 O 10.066 -2.006 0.021
259 C 10.272 -0.573 0.170
260 H 4.965 -5.886 -3.519
261 H 6.257 -6.141 -4.835
262 H 5.205 -4.737 -4.821
263 H 5.945 -4.453 -1.583
264 H 5.332 -3.305 -2.863
265 H 6.916 -2.072 -1.362
266 H 7.557 -2.212 -2.942
267 H 9.246 -4.536 0.022
268 H 7.453 -4.096 0.250
269 H 8.962 -2.711 1.718
270 H 8.061 -1.778 0.586
271 H 9.303 -0.071 0.023
272 H 10.899 -0.266 -0.662
273 H 10.782 -0.350 1.109
274 O -3.536 -2.345 -2.348
275 C -3.400 -3.728 -2.477
276 O -3.304 -4.177 -3.703
277 O -3.228 -4.405 -1.438
278 H -3.690 -2.194 -1.404
279 O -1.989 -2.597 4.430
280 C -1.080 -2.017 3.553
281 O -1.625 -1.637 2.454
282 O 0.080 -1.891 3.986
283 H -1.659 -2.689 5.354
284 O 4.481 -1.567 -1.046
285 C 4.940 -2.365 -0.017
286 O 5.667 -1.651 0.748
287 O 4.611 -3.540 0.010
288 H 4.566 -0.737 -0.613
289 O 3.609 3.489 3.792
290 C 3.356 3.697 2.400
291 O 3.916 4.746 1.972
292 O 2.647 2.911 1.816
293 H 4.345 4.115 3.924
294 O -2.146 1.943 -1.867
295 C -0.865 2.054 -2.225
296 O -0.458 3.251 -2.488
297 O -0.002 0.926 -2.384
298 H -0.187 4.562 -0.070

The electronic energy comes out at -145880.186 eV. The HOMO energy is -15.8 eV. As for the net charge: +5. For the orbital gap, the calculation gives 2.994 eV. Its maximum force is 6.76 eV Å⁻¹.

These are the Mulliken partial charges, in e, on atoms 1 to 99:
1. C -1.598
2. C -0.563
3. C -0.086
4. N 0.641
5. C -0.853
6. C -0.739
7. C -1.457
8. C 2.153
9. C -1.117
10. C -0.946
11. H 0.584
12. H 0.290
13. H 0.079
14. H 0.386
15. H 0.625
16. H 0.376
17. H -0.306
18. H 0.687
19. H 0.611
20. H 0.260
21. H 0.560
22. H 0.305
23. H 0.463
24. H -0.531
25. H -0.601
26. H -0.085
27. H 0.603
28. H 0.516
29. H 0.355
30. H 0.033
31. C -1.474
32. C 1.627
33. C -1.266
34. N 0.833
35. C 0.287
36. C -0.227
37. C 1.051
38. C -1.811
39. C 0.862
40. C -0.699
41. H 0.483
42. H 0.155
43. H 0.217
44. H 0.064
45. H -0.451
46. H 0.348
47. H 0.449
48. H -0.857
49. H -0.259
50. H -0.245
51. H 0.741
52. H -0.905
53. H 0.754
54. H 0.488
55. H 0.259
56. H -0.524
57. H 0.576
58. H 0.307
59. H 0.253
60. H 0.301
61. C -1.301
62. C -0.361
63. C 0.430
64. N 1.034
65. C 0.550
66. C -0.660
67. C -0.704
68. C -0.618
69. C -0.426
70. C -1.413
71. H 0.332
72. H 0.480
73. H 0.168
74. H 0.286
75. H 0.309
76. H 0.084
77. H -0.519
78. H -0.442
79. H -0.268
80. H -0.067
81. H 0.679
82. H 0.086
83. H 0.537
84. H 0.532
85. H 0.284
86. H 0.316
87. H 0.429
88. H 0.397
89. H 0.834
90. H 0.153
91. C -1.619
92. C -0.198
93. C 0.329
94. N 0.375
95. C -0.925
96. C -0.632
97. C -0.281
98. C -0.218
99. C 0.166



2 unconnected molecules or ions with the total composition H3N3O2 at a distorted geometry. Source: OMol25; level of theory: ωB97M-V/def2-TZVPD.

Cartesian coordinates (Å):
1 H -0.860 1.722 0.139
2 N 0.210 1.723 -0.162
3 N 0.799 0.704 0.100
4 N 1.455 -0.240 -0.007
5 O 2.366 -0.881 0.482
6 O -1.111 -0.747 -0.040
7 H -1.698 -0.603 -0.745
8 H -1.162 -1.678 0.234

The electronic energy comes out at -8608.296 eV. As for the SMILES: [H]/N=N/N=O.O. The value obtained for the relative energy (zero: lowest compared OMol25 entry of this formula, charge and spin) is 151.7 kJ/mol. The HOMO energy (alpha / beta) is -8.9 / -8.9 eV. For the orbital gap (alpha / beta), the calculation gives 9.272 / 9.271 eV. Its maximum force is 3.89 eV Å⁻¹.

The computed Mulliken charges, all in e, follow:
1. H 0.280
2. N -0.748
3. N 0.651
4. N 0.407
5. O -0.581
6. O -0.606
7. H 0.301
8. H 0.296